C38H45Cl5NO3Ru | ωB97M-V/def2-TZVPD

## Properties
- LUMO (spin up / spin down): -0.9 / -0.3 eV
- <S²>: 0.929
- Net charge: 0
- Energy: -112961.6796 eV
- Spin multiplicity: 2
- Gap between HOMO and LUMO (spin up / spin down): 6.37 / 7.19 eV

Geometry (Å):
Ru: -0.221 1.023 0.188
C: -0.468 -0.406 -2.675
C: -1.008 -1.256 -1.741
C: -1.911 -0.422 -0.864
C: -1.845 0.879 -1.404
C: -0.891 0.936 -2.451
C: -0.806 2.029 -3.493
C: -1.044 3.438 -2.955
C: 0.534 1.990 -4.230
C: -1.934 1.702 -4.494
C: -3.162 -0.859 -0.073
C: -4.269 -1.133 -1.107
C: -3.030 -2.073 0.854
C: -3.660 0.274 0.830
C: -0.620 -2.733 -1.715
C: 0.451 -3.022 -2.777
C: -0.009 -3.121 -0.367
C: -1.802 -3.649 -2.069
H: 0.221 -0.700 -3.448
H: -2.562 1.662 -1.230
H: -0.205 3.784 -2.352
H: -1.949 3.498 -2.348
H: -1.160 4.123 -3.797
H: 1.362 2.177 -3.544
H: 0.557 2.766 -4.998
H: 0.701 1.034 -4.728
H: -2.913 1.795 -4.021
H: -1.838 0.686 -4.880
H: -1.895 2.396 -5.336
H: -4.019 -1.956 -1.775
H: -4.446 -0.249 -1.722
H: -5.201 -1.384 -0.595
H: -2.786 -2.991 0.335
H: -3.996 -2.234 1.338
H: -2.282 -1.899 1.622
H: -3.931 1.172 0.273
H: -2.918 0.531 1.586
H: -4.559 -0.063 1.350
H: 1.362 -2.449 -2.599
H: 0.098 -2.815 -3.789
H: 0.714 -4.081 -2.731
H: 0.893 -2.539 -0.165
H: 0.258 -4.181 -0.385
H: -0.690 -2.941 0.455
H: -2.213 -3.384 -3.045
H: -2.610 -3.619 -1.349
H: -1.448 -4.681 -2.124
C: 0.147 -4.724 3.968
O: 0.672 -3.745 4.846
C: 0.608 -2.451 4.449
C: 1.122 -1.519 5.372
C: 1.085 -0.198 5.032
C: 0.561 0.265 3.806
C: 0.522 1.685 3.517
C: 1.094 2.692 4.486
O: 0.014 2.103 2.476
C: 0.068 -0.682 2.859
O: -0.409 -0.419 1.681
C: 0.098 -2.052 3.237
H: 0.268 -5.678 4.473
H: 0.693 -4.736 3.021
H: -0.913 -4.545 3.769
H: 1.519 -1.867 6.314
H: 1.468 0.528 5.737
H: 0.645 2.600 5.475
H: 0.908 3.689 4.095
H: 2.169 2.541 4.598
H: -0.278 -2.763 2.521
Cl: -2.183 3.214 0.784
C: -0.622 3.879 0.399
C: 0.333 2.990 -0.109
C: 1.546 3.595 -0.443
Cl: 2.786 2.715 -1.284
C: 1.819 4.946 -0.191
Cl: 3.361 5.622 -0.565
C: 0.843 5.765 0.363
Cl: 1.167 7.421 0.690
C: -0.411 5.226 0.640
Cl: -1.653 6.220 1.295
C: 5.732 -1.417 -0.266
C: 4.342 -0.858 -0.211
C: 3.764 -0.437 0.976
C: 2.470 0.046 0.982
N: 1.706 0.144 -0.113
C: 2.283 -0.219 -1.266
C: 3.560 -0.733 -1.353
H: 6.274 -1.218 0.656
H: 6.292 -0.988 -1.097
H: 5.699 -2.497 -0.414
H: 4.310 -0.479 1.910
H: 2.030 0.368 1.912
H: 1.697 -0.075 -2.156
H: 3.946 -1.012 -2.324

Forces on atoms 1 to 3 (eV/Å):
-0.169 -0.584 -0.714
0.058 -0.308 0.113
-0.071 0.313 -0.036

These are the Löwdin partial charges, in e, on atoms 1 to 5: Ru 1.2714; C -0.0688; C -0.0799; C -0.1565; C -0.2121